1.
Formula: C21H28Br18F9NO7
Source: OMol25
Level of theory: the ωB97M-V functional and the def2-TZVPD basis

As for the charge: 0. The calculation puts the frontier orbital gap at 9.65 eV. As for the LUMO energy: -0.39 eV. As for the highest occupied orbital energy: -10.04 eV.

Each line ends with the Mulliken charge.
Cartesian coordinates (Å):
C  5.5442  -5.1766  -0.0099  -0.9499
C  4.9231  -3.8862  0.4718  0.6142
O  3.7276  -3.6588  0.3764  -0.5494
N  5.7733  -3.0059  1.0678  -0.1899
C  5.2815  -1.8035  1.7190  -0.6694
H  5.1250  -6.0940  0.3979  0.2939
H  6.6198  -5.2242  0.1650  0.3474
H  5.3747  -5.2285  -1.0882  0.2233
H  6.6770  -3.3675  1.3136  0.2437
H  6.1731  -1.3469  2.1426  0.3745
H  4.4626  -1.9808  2.4125  0.2079
H  4.8785  -1.1042  0.9835  0.1043
C  0.9658  0.8918  2.1919  -0.6933
C  0.2956  -0.2729  1.5043  -0.1815
O  0.0766  -0.0575  0.1109  -0.0494
C  -0.9132  0.7046  -0.2791  0.3163
O  -1.5350  1.4921  0.3692  -0.1607
C  -1.3409  0.4480  -1.7404  0.3737
F  -2.6694  0.2397  -1.7204  -0.1697
F  -1.0733  1.5106  -2.5077  -0.0444
F  -0.7738  -0.6247  -2.2989  -0.2494
H  1.9356  1.1771  1.7937  0.3496
H  1.0527  0.6713  3.2618  0.6940
H  0.2680  1.7353  2.2360  -0.1931
H  -0.6606  -0.4524  1.9967  -0.0960
H  0.8926  -1.1725  1.6452  0.3419
C  0.2879  4.4988  -5.1904  -1.4575
C  -0.4238  3.1758  -5.0508  0.5205
O  0.4864  2.1073  -5.2990  -0.2452
C  -0.0277  0.8976  -5.3870  0.3465
O  -1.1782  0.6232  -5.2852  -0.5265
C  1.0431  -0.1374  -5.7418  0.9477
F  1.2062  -0.1311  -7.0638  -0.2827
F  2.2022  0.1676  -5.1693  -0.2226
F  0.7145  -1.3457  -5.3631  -0.2138
H  1.1579  4.5492  -4.5328  0.2936
H  -0.4294  5.2581  -4.8755  0.3656
H  0.6183  4.7153  -6.2050  0.4037
H  -1.2272  3.1771  -5.7921  0.3037
H  -0.8606  3.0940  -4.0550  -0.1434
C  -0.0701  -3.3871  4.0616  -1.0270
C  -1.3466  -2.8475  4.6672  -0.1747
O  -1.4223  -1.4255  4.5411  -0.0946
C  -2.2465  -0.7967  5.3553  0.1577
O  -2.8710  -1.2707  6.2479  -0.5091
C  -2.3874  0.7100  5.0511  0.9739
F  -1.6317  1.4034  5.9204  -0.2839
F  -2.0414  1.0572  3.8174  -0.1000
F  -3.6492  1.0838  5.2656  -0.2601
H  -0.0482  -4.4765  4.0545  0.3917
H  0.8618  -2.9748  4.4452  0.3537
H  -0.0115  -3.1722  2.9881  0.0163
H  -1.3013  -3.1699  5.7102  0.3104
H  -2.2644  -3.2285  4.2213  0.3149
C  0.9530  3.1038  4.2432  -0.1701
Br  1.2462  4.2402  5.7872  -0.0299
Br  2.6139  3.0265  3.1708  -0.0347
Br  -0.5123  3.8201  3.1440  -0.0185
H  0.6909  2.1329  4.6384  0.2290
C  -3.6784  -2.7045  0.8465  -0.3075
Br  -2.2711  -4.0192  1.2933  -0.0647
Br  -3.4639  -1.1157  1.9628  0.0721
Br  -5.4137  -3.5583  1.0508  -0.0247
H  -3.5190  -2.4335  -0.1884  0.2885
C  -4.7236  3.0058  -0.1908  0.3607
Br  -6.6331  3.1034  -0.5356  -0.0654
Br  -4.3037  3.2429  1.6948  -0.0272
Br  -3.7844  4.3016  -1.3274  0.0028
H  -4.2865  2.0365  -0.3971  -0.3425
C  -6.0973  0.3582  -3.0053  0.0072
Br  -7.5849  0.3821  -4.2925  -0.0597
Br  -4.5844  1.3628  -3.6353  0.0654
Br  -5.7266  -1.4301  -2.2628  -0.0524
H  -6.4361  0.9079  -2.1388  -0.0453
C  0.9282  3.9103  -0.5487  0.5835
Br  2.1174  2.7723  -1.5813  -0.0473
Br  -0.2987  4.8414  -1.7558  -0.0580
Br  1.9229  5.2011  0.5243  -0.0425
H  0.3303  3.2981  0.1159  -0.5466
C  3.7699  -2.5584  -2.8575  0.2221
Br  1.9197  -3.2455  -2.7692  -0.0330
Br  3.8370  -0.8200  -1.9521  0.0181
Br  4.4238  -2.4964  -4.6434  -0.0141
H  4.3436  -3.2347  -2.2416  -0.3126

Cartesian forces (eV/Å) of the 3 atoms listed first:
0.5 -0.1 -0.6
-0.4 -0.3 0.9
0.1 0.1 -0.3



2.
Formula: C21H28BrNO5
Source: OMol25
Level of theory: the ωB97M-V functional and the def2-TZVPD basis

As for the charge: 0. The calculation puts the frontier orbital gap at 8.73 eV. The energy relative to the best compared isomer or geometry (same formula, charge and spin) comes out at 458.0 kcal per mole. As for the LUMO energy: -0.15 eV. As for the highest occupied orbital energy: -8.88 eV.

Each line ends with the Mulliken charge.
Cartesian coordinates (Å):
C  0.1217  -0.5443  4.5269  -0.7526
C  0.4482  -1.1832  3.3121  -0.0045
H  0.6593  -2.3351  3.4805  0.1800
H  -0.3840  -1.0695  2.4913  0.2149
O  1.4629  -0.7177  2.7130  -0.3049
C  1.6112  0.3112  1.6045  -1.2009
C  1.3437  -0.2082  0.1434  1.6334
C  2.5414  -0.9331  -0.3575  -0.6855
C  3.3134  -2.0295  0.3578  -0.8052
C  2.5851  -3.2327  0.3868  -0.2376
O  3.5472  -4.4299  0.9490  -0.5468
H  3.6103  -4.2012  1.8150  0.2996
H  1.4482  -3.1332  0.8786  0.1047
H  2.5315  -3.6179  -0.6326  0.2884
H  4.2355  -2.1553  -0.0755  0.4521
H  3.5850  -1.5469  1.2946  0.3674
H  2.2667  -1.0454  -1.4064  0.5194
H  3.2877  0.1034  -0.5774  0.2048
H  0.7069  -1.2917  0.6097  -0.5338
C  0.6689  0.6830  -0.6225  -0.2032
C  -0.6857  1.0505  0.2089  -2.5290
C  -0.2675  1.4063  1.3853  0.8254
O  0.9184  1.2721  2.1118  -0.4612
C  -1.4337  1.8585  2.3065  0.3870
O  -2.6738  0.9070  2.4559  -0.7019
N  -1.4023  2.8470  3.3318  0.3118
C  -0.3987  3.8175  3.3032  -0.4081
H  0.6183  3.2783  2.7495  -0.0945
C  0.3078  3.7385  4.6721  -1.0438
O  -0.7322  4.1164  5.7012  -0.5047
C  -1.8127  3.0665  5.6616  -0.3559
H  -2.6940  3.4371  6.3361  0.3376
C  -2.4098  3.1830  4.2266  -0.6655
H  -3.3697  2.5100  4.0461  0.3569
H  -2.8744  4.2147  3.9145  0.3533
H  -1.3842  2.0548  5.9470  0.1787
H  0.9484  4.2941  4.9983  0.8761
H  0.8364  2.8339  4.9414  0.2702
H  -0.5310  4.6995  3.0885  0.8880
H  -1.4334  1.1488  -0.3259  1.4651
C  0.1817  0.2015  -1.8668  -0.1309
C  0.9332  0.4454  -3.2503  -1.0091
C  0.3229  -0.1944  -4.3744  -0.4522
C  -0.7353  -1.0888  -4.3411  0.3191
C  -1.2559  -1.6912  -3.1209  -1.1576
C  -0.9147  -0.8690  -1.7538  -0.6702
H  -1.3852  -1.1300  -0.9264  0.6698
H  -2.1032  -2.1488  -3.0004  0.5316
Br  -1.1888  -2.1045  -5.8036  -0.1479
H  0.8757  0.0333  -5.3105  0.3247
H  1.4875  1.0962  -3.0297  1.0326
H  1.2185  1.4408  -0.7344  1.4145
H  2.6299  0.6486  1.9075  0.3556
H  -0.8493  -0.9324  4.8733  0.3507
H  -0.0672  0.6140  4.4356  -0.2189
H  1.0668  -0.6773  5.2396  0.3129

Cartesian forces (eV/Å) of the 3 atoms listed first:
0.0 3.2 4.1
-5.4 -4.4 -3.2
-0.9 1.8 -0.2



3.
Formula: C21H28Cl2MnN3O5SSb
Source: OMol25
Level of theory: the ωB97M-V functional and the def2-TZVPD basis

The spin multiplicity is 2. As for the charge: -2. The expectation value of S² is 0.81. The calculation puts the frontier orbital gap (spin up / spin down) at 5.72 / 4.91 eV. The energy relative to the best compared isomer or geometry (same formula, charge and spin) comes out at 0.6 kcal per mole. As for the LUMO energy (spin up / spin down): 4.30 / 4.30 eV. As for the highest occupied orbital energy (spin up / spin down): -1.42 / -0.61 eV.

Each line ends with the Mulliken spin population.
Cartesian coordinates (Å):
Mn  0.3101  -0.1723  -0.5958  1.0913
N  1.3517  0.0544  -2.4090  0.0021
C  2.6666  0.6792  -2.1813  0.0011
C  2.7504  1.4237  -0.8430  0.0070
O  3.6999  2.2134  -0.6464  0.0052
N  1.7828  1.0649  -0.0325  -0.0070
C  1.7422  1.5447  1.3194  -0.0027
C  0.5084  0.9893  2.0389  -0.0004
O  0.2951  1.3535  3.2040  0.0012
O  -0.2361  0.1723  1.3812  0.0094
H  0.7915  0.5846  -3.0627  0.0021
H  1.4669  -0.9039  -2.7368  -0.0023
H  3.4132  -0.1166  -2.1389  -0.0005
H  2.9558  1.3560  -2.9891  -0.0017
H  2.6238  1.2319  1.8906  -0.0005
H  1.7184  2.6401  1.3898  -0.0003
S  -3.7989  -1.3710  -2.0330  -0.0075
C  -2.9726  -2.8509  -1.7194  -0.0045
C  -1.6984  -2.6564  -1.2867  0.0032
C  -1.2926  -1.2740  -1.1754  -0.0225
C  -2.3554  -0.4926  -1.5867  -0.0252
C  -2.2272  0.9321  -1.5359  -0.0082
C  -3.2293  1.8697  -1.8273  0.0080
C  -2.9504  3.2139  -1.7216  -0.0164
C  -1.6764  3.6175  -1.3269  0.0027
C  -0.7384  2.6400  -1.0503  -0.0024
N  -0.9906  1.3329  -1.1490  -0.0231
H  -3.4895  -3.7899  -1.8674  0.0008
H  -1.0502  -3.4860  -1.0307  -0.0006
H  -4.2113  1.5172  -2.1177  -0.0010
H  -3.7179  3.9493  -1.9358  -0.0022
H  -1.4156  4.6619  -1.2217  0.0001
H  0.2655  2.8877  -0.7245  -0.0064
C  -3.1619  0.4850  3.0099  0.0001
C  -3.1539  -0.6614  2.0036  -0.0012
Sb  -1.6900  -2.2109  2.3677  0.0033
C  -3.1840  -3.5618  3.2834  -0.0003
C  -4.0158  -2.9966  4.4296  0.0000
C  -0.9348  -1.5288  4.2732  0.0007
C  -0.1116  -2.6197  4.9524  0.0001
H  -3.8650  1.2695  2.7036  -0.0001
H  -2.1688  0.9322  3.0920  -0.0001
H  -3.4620  0.1511  4.0083  0.0000
H  -2.9019  -0.2873  1.0135  0.0010
H  -4.1319  -1.1501  1.9357  0.0002
H  -2.6594  -4.4693  3.6024  -0.0001
H  -3.8348  -3.8606  2.4542  0.0000
H  -3.3908  -2.7607  5.2948  0.0000
H  -4.7916  -3.6944  4.7715  0.0000
H  -4.5169  -2.0709  4.1351  0.0000
H  -1.7683  -1.2156  4.9061  0.0001
H  -0.3393  -0.6384  4.0634  -0.0008
H  -0.7092  -3.5169  5.1509  0.0000
H  0.3008  -2.2845  5.9105  0.0000
H  0.7299  -2.9256  4.3245  -0.0001
Cl  2.0529  -4.2651  1.3978  0.0002
C  2.6283  -3.9405  -0.2454  -0.0017
Cl  4.4139  -3.7575  -0.2442  0.0000
C  1.9804  -2.6925  -0.9196  0.0002
O  2.0459  -2.7347  -2.1614  -0.0013
O  1.4981  -1.8368  -0.1525  0.0008
H  2.4220  -4.8181  -0.8447  0.0001

Cartesian forces (eV/Å) of the 3 atoms listed first:
0.0 0.0 0.1
-0.1 -0.1 0.0
0.1 0.0 0.0



4.
Formula: C21H28F5O2Pm
Source: OMol25
Level of theory: the ωB97M-V functional and the def2-TZVPD basis

The spin multiplicity is 5. As for the charge: 0. The expectation value of S² is 6.01. The calculation puts the frontier orbital gap (spin up / spin down) at 7.28 / 7.32 eV. The energy relative to the best compared isomer or geometry (same formula, charge and spin) comes out at 1.0 kcal per mole. As for the LUMO energy (spin up / spin down): 0.01 / 0.01 eV. As for the highest occupied orbital energy (spin up / spin down): -7.27 / -7.31 eV.

Each line ends with the Mulliken spin population.
Cartesian coordinates (Å):
O  -0.1055  -0.3489  -1.6880  0.0189
C  1.3319  -0.7530  -1.8233  0.0021
C  1.2936  -1.0088  -3.3119  0.0001
H  1.4840  -1.6658  -1.2369  -0.0007
H  2.0026  0.0707  -1.5556  -0.0007
C  -0.1896  -0.6566  -3.1878  0.0006
H  1.5582  -2.0325  -3.5692  0.0000
H  1.8531  -0.3232  -3.9433  0.0000
C  -1.1068  -1.8409  -3.4541  -0.0004
H  -0.8297  -2.7192  -2.8541  -0.0004
H  -1.0502  -2.1225  -4.5245  0.0000
H  -2.1492  -1.5572  -3.2414  0.0004
C  -0.6257  0.5730  -3.9495  0.0009
H  -0.0140  1.4334  -3.6770  0.0002
H  -1.6773  0.7800  -3.7115  -0.0002
H  -0.5426  0.4296  -5.0317  0.0000
Pm  -1.1779  0.1880  0.0881  4.0166
C  -2.6114  2.4967  1.1603  -0.0102
C  -1.4972  2.2989  2.0052  -0.0209
C  -0.3211  2.4869  1.2280  0.0106
H  -1.5409  2.1289  3.0802  0.0024
C  -0.7129  2.7740  -0.1102  0.0014
C  -2.1357  2.7085  -0.1659  -0.0005
H  -2.7586  2.8365  -1.0562  0.0014
H  -3.6384  2.5521  1.5001  0.0010
H  0.6937  2.4745  1.6073  0.0022
H  -0.0427  3.0280  -0.9352  0.0009
C  -3.9113  -0.1632  1.1202  -0.0074
C  -4.1241  0.3043  -0.1977  -0.0052
C  -3.5004  -0.5911  -1.1054  -0.0070
H  -4.7275  1.1732  -0.4707  0.0013
C  -2.9613  -1.6806  -0.3437  -0.0025
C  -3.1779  -1.3757  1.0357  -0.0046
H  -2.9319  -1.9985  1.8768  0.0035
H  -4.2962  0.2823  2.0405  0.0011
H  -3.4894  -0.4843  -2.1876  0.0025
H  -2.5052  -2.5862  -0.7327  0.0008
O  3.7577  -1.3290  1.4842  0.0002
C  2.8570  -0.2439  1.1995  0.0005
C  3.5205  1.1323  1.3261  0.0001
H  2.0145  -0.3514  1.9002  -0.0026
H  2.4139  -0.3797  0.2076  0.0007
C  4.8217  0.8032  2.0813  0.0000
H  2.8833  1.7822  1.9388  -0.0003
H  3.6919  1.5707  0.3338  0.0001
C  5.0537  -0.6919  1.8183  0.0000
H  4.6304  0.9023  3.1452  0.0000
H  5.6817  1.4235  1.8282  0.0000
H  5.4805  -1.1900  2.7185  0.0000
H  5.8171  -0.8283  1.0290  0.0000
F  0.4403  0.2856  3.0456  0.0014
C  -0.6298  -0.5059  2.6160  -0.0107
F  -1.6865  -0.1877  3.4521  -0.0002
C  -0.2512  -1.9620  2.7656  0.0026
F  0.6581  -2.1244  3.7487  -0.0005
F  -1.3310  -2.7253  3.0681  0.0001
F  0.3118  -2.4920  1.6161  0.0004

Cartesian forces (eV/Å) of the 3 atoms listed first:
2.7 -1.3 -3.9
0.7 0.1 0.5
-0.3 0.2 0.4